1.
Formula: C3H3NO2
Source: the Open Molecules 2025 dataset
Level of theory: ωB97M-V/def2-TZVPD

- energy above the lowest of the compared OMol25 structures with the same formula, charge and spin (kcal per mole) = 88.8
- E_LUMO (spin up / spin down) (eV) = 0.098 / 0.099
- energy (eV) = -8741.282
- orbital gap (spin up / spin down) (eV) = 9.037 / 9.037

```
! wB97M-V def2-TZVPD RIJCOSX def2/J DEFGRID3
* xyz 0 1
O -0.67 1.54 0.46
C -0.22 0.32 0.09
C -0.95 -0.82 0.06
O -0.22 -1.88 -0.24
C 1.14 -0.01 -0.15
N 1.39 -1.21 -0.53
H -0.32 2.19 -0.16
H 1.89 0.68 0.24
H -2.03 -0.82 0.23
*
```

---

2.
Formula: CH9NO2
Source: the Open Molecules 2025 dataset
Level of theory: ωB97M-V/def2-TZVPD

- energy above the lowest of the compared OMol25 structures with the same formula, charge and spin (kcal per mole) = 10.6
- E_LUMO (eV) = 0.355
- energy (eV) = -6767.426
- orbital gap (eV) = 9.420

```
! wB97M-V def2-TZVPD RIJCOSX def2/J DEFGRID3
* xyz 0 1
H 0.71 -0.67 1.43
O 0.89 -1.19 2.41
N 0.42 -0.10 0.21
H 1.32 -1.99 2.01
H 1.09 0.65 0.09
H -0.45 0.45 0.29
C 0.37 -0.94 -1.01
H -0.59 -1.44 -1.07
H 0.53 -0.35 -1.92
H 1.22 -1.61 -0.92
O -1.70 2.01 -0.47
H -1.57 2.66 -1.17
H -2.24 2.53 0.12
*
```

---

3.
Formula: C4H5BrO2
Source: the Open Molecules 2025 dataset
Level of theory: ωB97M-V/def2-TZVPD

- SMILES = CC(=O)CC(=O)Br
- energy above the lowest of the compared OMol25 structures with the same formula, charge and spin (kcal per mole) = 3.4
- E_LUMO (eV) = 0.376
- energy (eV) = -78365.597
- orbital gap (eV) = 10.673

```
! wB97M-V def2-TZVPD RIJCOSX def2/J DEFGRID3
* xyz 0 1
C -0.77 -0.58 -0.78
C -0.90 0.59 0.14
O -0.99 1.66 -0.35
C -0.80 0.41 1.71
C -0.01 -0.72 2.27
O 0.45 -1.76 1.96
Br 0.76 -0.19 4.02
H -1.81 -0.93 -1.03
H -0.30 -0.31 -1.72
H -0.28 -1.53 -0.40
H -1.81 0.19 2.27
H -0.58 1.43 2.23
*
```

---

4.
Formula: C4H11NO
Source: the Open Molecules 2025 dataset
Level of theory: ωB97M-V/def2-TZVPD

- SMILES = C/C=C(/C)N.O
- energy above the lowest of the compared OMol25 structures with the same formula, charge and spin (kcal per mole) = 29.1
- E_LUMO (eV) = 0.851
- energy (eV) = -7863.293
- orbital gap (eV) = 9.109

```
! wB97M-V def2-TZVPD RIJCOSX def2/J DEFGRID3
* xyz 0 1
C 0.05 -1.61 -1.79
C -0.65 -1.26 -0.50
C -0.19 -0.36 0.38
C -0.53 -0.42 1.85
N 0.74 0.63 0.03
H 1.03 -1.13 -1.84
H -0.54 -1.44 -2.69
H 0.23 -2.69 -1.77
H -1.45 -1.94 -0.27
H 0.32 -0.54 2.52
H -1.11 0.50 2.02
H -1.19 -1.24 2.12
H 0.88 0.84 -0.94
H 1.61 0.67 0.55
O 0.14 3.57 -0.14
H 0.15 3.73 0.80
H 0.48 2.69 -0.34
*
```

---

5.
Formula: C33H46ClNOP4STc
Source: the Open Molecules 2025 dataset
Level of theory: ωB97M-V/def2-TZVPD

- energy above the lowest of the compared OMol25 structures with the same formula, charge and spin (kcal per mole) = 30.2
- E_LUMO (spin up / spin down) (eV) = -5.165 / -7.413
- energy (eV) = -101199.169
- <S²> = 3.799
- orbital gap (spin up / spin down) (eV) = 6.693 / 4.464

```
! wB97M-V def2-TZVPD RIJCOSX def2/J DEFGRID3
* xyz 2 4
P -2.64 -2.57 -4.56
C -2.62 -4.03 -3.60
C -3.95 -4.51 -3.83
H -4.71 -3.79 -4.12
C -4.16 -5.87 -3.77
H -5.16 -6.24 -4.02
C -3.11 -6.71 -3.38
H -3.31 -7.78 -3.35
C -1.85 -6.22 -3.04
H -1.07 -6.91 -2.73
C -1.58 -4.85 -3.12
H -0.62 -4.42 -2.84
C -3.75 -1.29 -4.01
C -4.56 -1.28 -2.84
H -4.33 -1.95 -2.00
C -5.65 -0.41 -2.81
H -6.30 -0.39 -1.94
C -5.91 0.42 -3.91
H -6.79 1.06 -3.90
C -5.08 0.44 -5.03
H -5.28 1.07 -5.90
C -3.96 -0.36 -5.07
H -3.26 -0.38 -5.91
C -1.19 -2.09 -5.43
C -1.48 -2.88 -6.58
H -2.33 -3.57 -6.50
C -0.72 -2.70 -7.71
H -0.99 -3.28 -8.59
C 0.36 -1.81 -7.67
H 0.96 -1.70 -8.58
C 0.69 -1.07 -6.52
H 1.56 -0.41 -6.53
C -0.10 -1.19 -5.37
H 0.13 -0.64 -4.45
Tc -0.06 -0.06 0.07
C -0.63 1.89 -0.48
C -1.41 2.13 -1.59
H -0.35 2.78 0.13
C -1.76 0.98 -2.52
O -1.23 1.33 -3.88
H -1.43 0.69 -4.60
C -1.13 -0.09 -1.81
H -2.88 0.84 -2.55
C -0.30 -1.06 -1.44
Cl 0.68 -2.20 0.85
P 2.11 0.16 -1.12
P -1.98 -0.51 1.29
C 3.43 -0.60 -0.13
H 3.16 -1.63 0.08
H 3.53 -0.05 0.81
H 4.36 -0.54 -0.72
C 2.41 -0.52 -2.78
H 2.04 0.18 -3.55
H 1.88 -1.47 -2.90
H 3.48 -0.68 -2.93
C 2.57 1.90 -1.28
H 2.49 2.37 -0.29
H 1.87 2.39 -1.97
H 3.60 1.97 -1.65
C -1.49 -0.92 2.98
H -1.08 -0.03 3.46
H -0.72 -1.71 2.94
H -2.38 -1.28 3.50
C -3.11 0.89 1.46
H -3.52 1.15 0.48
H -2.54 1.75 1.84
H -3.91 0.62 2.16
C -3.04 -1.88 0.78
H -2.42 -2.72 0.43
H -3.71 -1.56 -0.03
H -3.63 -2.19 1.65
P -1.95 3.77 -1.99
C -1.73 4.91 -0.64
C -3.70 3.71 -2.42
H -0.69 4.95 -0.32
H -2.33 4.63 0.23
H -2.02 5.94 -0.89
H -3.86 3.02 -3.26
H -4.10 4.70 -2.70
H -4.27 3.34 -1.55
C -1.05 4.40 -3.42
H 0.02 4.48 -3.18
H -1.41 5.39 -3.75
H -1.18 3.68 -4.24
H -0.51 -2.10 -1.84
S 2.50 1.08 4.00
C 1.62 0.91 2.70
N 0.97 0.79 1.70
*
```

---

6.
Formula: C36H61F12N3O14S7
Source: the Open Molecules 2025 dataset
Level of theory: ωB97M-V/def2-TZVPD

- SMILES = N#C[C@@](CCO)(CCC(F)(F)C(F)(F)S(F)(F)(F)(F)F)[C@](N)(C#N)COC(F)(F)F.O=S1(=O)CCCC1.O=S1(=O)CCCC1.O=S1(=O)CCCC1.O=S1(=O)CCCC1.O=S1(=O)CCCC1.O=S1(=O)CCCC1
- E_LUMO (eV) = -2.547
- energy (eV) = -179897.062
- orbital gap (eV) = 6.996

```
! wB97M-V def2-TZVPD RIJCOSX def2/J DEFGRID3
* xyz 0 1
N -0.67 -5.50 1.00
C -0.10 -4.71 0.12
C 0.53 -3.74 -1.09
C 1.40 -4.74 -2.05
C 1.99 -6.08 -1.32
O 1.08 -7.27 -1.43
C -0.78 -3.15 -1.88
C -1.80 -4.26 -2.51
C -3.35 -3.66 -2.62
F -3.95 -4.41 -3.79
F -3.15 -2.20 -2.96
C -4.13 -3.90 -1.21
F -3.83 -5.21 -0.55
F -3.62 -2.86 -0.25
S -5.99 -3.72 -1.24
F -6.25 -5.15 -2.14
F -6.08 -4.66 0.22
F -5.84 -2.31 -0.22
F -6.02 -2.70 -2.60
F -7.70 -3.54 -1.13
C 1.46 -2.64 -0.32
N 2.86 -3.18 0.05
C 0.72 -2.37 1.15
N 0.13 -2.04 2.27
C 1.63 -1.19 -1.03
O 2.99 -1.09 -1.57
C 3.15 -1.51 -2.95
F 1.96 -1.95 -3.69
F 3.71 -0.32 -3.70
F 4.26 -2.53 -2.98
H 0.81 -5.11 -3.02
H 2.35 -4.15 -2.47
H 2.95 -6.40 -1.95
H 2.39 -5.91 -0.22
H 0.38 -7.07 -2.14
H -1.29 -2.35 -1.17
H -0.37 -2.51 -2.81
H -1.47 -4.41 -3.65
H -1.75 -5.32 -2.03
H 3.36 -2.45 0.65
H 2.73 -3.99 0.73
H 0.77 -0.85 -1.74
H 1.60 -0.40 -0.13
O -1.46 -1.53 5.38
S -2.24 -0.72 4.47
O -1.64 0.03 3.38
C -3.56 -1.72 3.81
C -4.70 -1.55 4.81
C -4.72 -0.06 5.15
C -3.28 0.37 5.43
H -3.23 -2.76 3.72
H -3.83 -1.32 2.83
H -5.65 -1.89 4.40
H -4.49 -2.13 5.72
H -5.12 0.50 4.30
H -5.37 0.15 6.01
H -3.11 1.41 5.12
H -3.02 0.25 6.48
O -2.62 5.29 5.01
S -1.40 5.49 4.26
O -1.19 6.64 3.41
C -0.02 5.33 5.38
C 0.31 3.85 5.36
C 0.22 3.42 3.90
C -1.06 4.00 3.32
H -0.30 5.70 6.37
H 0.80 5.92 4.97
H 1.30 3.65 5.79
H -0.43 3.29 5.95
H 1.09 3.81 3.35
H 0.24 2.33 3.80
H -0.95 4.26 2.27
H -1.91 3.32 3.45
O -0.84 3.19 -1.51
S -0.68 2.18 -2.53
O -0.79 0.76 -2.25
C -1.75 2.58 -3.90
C -0.91 3.49 -4.78
C 0.48 2.86 -4.83
C 0.86 2.49 -3.39
H -2.66 3.06 -3.53
H -1.99 1.65 -4.42
H -1.34 3.59 -5.78
H -0.85 4.49 -4.34
H 0.45 1.96 -5.45
H 1.22 3.54 -5.27
H 1.48 1.59 -3.36
H 1.37 3.31 -2.89
O 3.11 2.93 6.24
S 3.21 2.33 7.55
O 2.22 2.54 8.58
C 3.47 0.58 7.35
C 4.98 0.42 7.26
C 5.55 1.35 8.33
C 4.83 2.69 8.22
H 2.94 0.22 6.47
H 3.07 0.08 8.25
H 5.28 -0.62 7.41
H 5.32 0.74 6.27
H 5.37 0.91 9.32
H 6.64 1.47 8.22
H 4.73 3.17 9.19
H 5.34 3.36 7.52
O 8.06 2.90 -2.08
S 8.62 1.70 -2.66
O 9.68 0.95 -2.03
C 7.28 0.58 -3.05
C 6.86 0.97 -4.46
C 8.16 1.19 -5.23
C 9.07 2.04 -4.36
H 6.48 0.69 -2.31
H 7.68 -0.44 -3.02
H 6.24 0.19 -4.92
H 6.28 1.90 -4.44
H 8.64 0.22 -5.43
H 7.98 1.66 -6.20
H 10.13 1.79 -4.51
H 8.92 3.11 -4.54
O -5.40 2.57 -3.40
S -5.17 1.56 -4.42
O -3.84 1.09 -4.76
C -6.20 0.15 -4.07
C -7.51 0.46 -4.78
C -7.11 1.03 -6.14
C -6.01 2.06 -5.91
H -6.32 0.04 -2.99
H -5.72 -0.73 -4.49
H -8.13 -0.43 -4.88
H -8.08 1.21 -4.22
H -6.73 0.22 -6.78
H -7.97 1.47 -6.66
H -5.30 2.09 -6.74
H -6.43 3.06 -5.74
*
```

---

7.
Formula: C61H48N3OP3SSiSr
Source: the Open Molecules 2025 dataset
Level of theory: ωB97M-V/def2-TZVPD

- energy above the lowest of the compared OMol25 structures with the same formula, charge and spin (kcal per mole) = 0.0
- E_LUMO (spin up / spin down) (eV) = -0.136 / 0.411
- energy (eV) = -117970.213
- orbital gap (spin up / spin down) (eV) = 7.034 / 6.603

```
! wB97M-V def2-TZVPD RIJCOSX def2/J DEFGRID3
* xyz 0 1
Sr -1.40 0.71 -1.53
C 2.19 5.56 -3.89
C 2.98 4.53 -4.36
C 2.98 3.30 -3.71
C 2.19 3.07 -2.59
C 1.42 4.14 -2.11
C 1.42 5.36 -2.75
P 2.07 1.42 -1.76
C 3.17 0.41 -2.84
C 2.68 0.14 -4.12
C 3.34 -0.72 -4.97
C 4.50 -1.37 -4.54
C 4.97 -1.14 -3.26
C 4.31 -0.25 -2.41
C 3.07 1.68 -0.23
C 4.34 2.23 -0.41
C 5.24 2.34 0.64
C 4.87 1.87 1.89
C 3.60 1.36 2.08
C 2.65 1.28 1.05
Si 0.94 0.64 1.57
C 1.10 -1.25 1.68
C 1.78 -1.60 2.85
C 2.07 -2.92 3.19
C 1.67 -3.94 2.34
C 1.00 -3.62 1.17
C 0.70 -2.30 0.83
P -0.20 -2.04 -0.75
C 0.52 -3.33 -1.84
C -0.07 -4.58 -2.01
C 0.53 -5.53 -2.83
C 1.73 -5.24 -3.46
C 2.32 -4.00 -3.29
C 1.71 -3.04 -2.49
C -1.88 -2.67 -0.47
C -2.81 -2.70 -1.65
C -3.98 -3.59 -1.43
C -4.34 -4.03 -0.20
C -3.53 -3.77 0.92
C -2.29 -3.14 0.75
C 0.43 1.33 3.26
C 1.06 2.45 3.81
C 0.58 3.07 4.95
C -0.56 2.58 5.57
C -1.21 1.48 5.04
C -0.74 0.85 3.89
P -1.54 -0.64 3.17
C -1.29 -1.85 4.53
C -0.22 -1.77 5.41
C 0.02 -2.78 6.33
C -0.81 -3.90 6.37
C -1.88 -3.99 5.49
C -2.11 -2.98 4.58
C -3.35 -0.34 3.27
C -4.10 -0.27 4.44
C -5.47 -0.09 4.39
C -6.12 0.00 3.16
C -5.39 -0.11 1.99
C -4.02 -0.28 2.04
H 2.19 6.52 -4.39
H 3.61 4.67 -5.23
H 3.61 2.51 -4.10
H 0.81 4.00 -1.23
H 0.81 6.17 -2.36
H 1.77 0.62 -4.45
H 2.95 -0.91 -5.96
H 5.02 -2.05 -5.20
H 5.86 -1.65 -2.91
H 4.69 -0.10 -1.41
H 4.63 2.57 -1.40
H 6.22 2.77 0.47
H 5.57 1.92 2.72
H 3.33 1.03 3.08
H 2.09 -0.83 3.55
H 2.59 -3.14 4.11
H 1.87 -4.97 2.59
H 0.69 -4.42 0.51
H -1.00 -4.82 -1.51
H 0.06 -6.50 -2.96
H 2.20 -5.98 -4.10
H 3.25 -3.76 -3.79
H 2.17 -2.07 -2.37
H -2.27 -2.99 -2.55
H -4.60 -3.79 -2.30
H -5.26 -4.60 -0.08
H -3.82 -4.13 1.90
H -1.63 -3.06 1.60
H 1.94 2.87 3.33
H 1.09 3.94 5.35
H -0.95 3.07 6.46
H -2.11 1.11 5.52
H 0.43 -0.90 5.39
H 0.85 -2.70 7.02
H -0.62 -4.69 7.09
H -2.53 -4.85 5.52
H -2.95 -3.05 3.90
H -3.61 -0.38 5.40
H -6.04 -0.03 5.31
H -7.20 0.12 3.13
H -5.89 -0.10 1.02
H -3.46 -0.42 1.12
O 0.11 2.27 -0.31
N -0.30 1.32 0.52
S -3.60 -1.04 -2.10
N -3.68 4.83 -2.91
C -3.47 3.79 -2.06
N -2.52 2.99 -2.46
C -2.06 3.54 -3.65
C -1.03 3.12 -4.50
C -0.76 3.88 -5.61
C -1.49 5.04 -5.90
C -2.51 5.48 -5.07
C -2.77 4.71 -3.95
H -4.36 5.56 -2.79
H -4.06 3.65 -1.17
H -0.45 2.23 -4.27
H 0.04 3.58 -6.28
H -1.24 5.61 -6.78
H -3.06 6.38 -5.29
*
```

---

8.
Formula: C5H5NO
Source: the Open Molecules 2025 dataset
Level of theory: ωB97M-V/def2-TZVPD

- energy above the lowest of the compared OMol25 structures with the same formula, charge and spin (kcal per mole) = 69.8
- E_LUMO (eV) = 0.823
- energy (eV) = -8800.393
- orbital gap (eV) = 10.572

```
! wB97M-V def2-TZVPD RIJCOSX def2/J DEFGRID3
* xyz 0 1
O -1.37 0.30 -0.56
C -0.99 -0.87 0.14
C 0.45 -0.71 -0.40
C 0.00 0.73 -0.48
C 0.11 1.98 -0.10
C 1.56 -1.11 0.45
N 2.41 -1.49 1.13
H -0.98 2.11 0.00
H -1.04 -0.71 1.23
H -1.57 -1.74 -0.17
H 0.51 -1.16 -1.39
H 0.91 2.67 0.15
*
```

---

9.
Formula: FH4P3
Source: the Open Molecules 2025 dataset
Level of theory: ωB97M-V/def2-TZVPD

- SMILES = FP(P)#[PH2]
- energy above the lowest of the compared OMol25 structures with the same formula, charge and spin (kcal per mole) = 12.6
- E_LUMO (eV) = -0.052
- energy (eV) = -30647.471
- orbital gap (eV) = 9.351

```
! wB97M-V def2-TZVPD RIJCOSX def2/J DEFGRID3
* xyz 0 1
F 2.25 0.41 -0.11
P 0.49 0.90 0.35
P -0.35 -0.90 1.46
P -0.18 0.48 -1.69
H -0.83 0.04 2.35
H -1.56 -0.97 0.80
H -1.36 -0.28 -1.20
H -0.99 1.62 -2.08
*
```

---

10.
Formula: H5NOSSi
Source: the Open Molecules 2025 dataset
Level of theory: ωB97M-V/def2-TZVPD

- SMILES = O=[SiH]S.N
- energy above the lowest of the compared OMol25 structures with the same formula, charge and spin (kcal per mole) = 56.5
- E_LUMO (eV) = -0.726
- energy (eV) = -22331.775
- orbital gap (eV) = 9.865

```
! wB97M-V def2-TZVPD RIJCOSX def2/J DEFGRID3
* xyz 0 1
O 1.81 1.76 -0.11
Si 1.68 0.26 -0.17
S 3.44 -0.95 -0.09
H 0.44 -0.39 0.23
H 4.03 0.07 0.60
N -3.05 -0.32 0.11
H -2.36 0.37 0.40
H -2.52 -1.06 -0.37
H -3.48 0.27 -0.60
*
```

---

11.
Formula: C2H10N4S
Source: the Open Molecules 2025 dataset
Level of theory: ωB97M-V/def2-TZVPD

- energy above the lowest of the compared OMol25 structures with the same formula, charge and spin (kcal per mole) = 18.7
- E_LUMO (spin up / spin down) (eV) = -7.061 / -7.060
- energy (eV) = -19012.177
- orbital gap (spin up / spin down) (eV) = 9.722 / 9.723

```
! wB97M-V def2-TZVPD RIJCOSX def2/J DEFGRID3
* xyz 2 1
C 0.25 -4.97 3.64
C -2.10 4.42 -4.94
N 1.28 -4.36 3.89
N -1.53 5.60 -3.09
N 2.00 -4.53 5.01
N -1.35 5.42 -4.28
S -0.66 6.74 -2.28
H -0.03 -5.86 4.21
H -0.37 -4.84 2.77
H -2.94 4.14 -4.42
H -2.33 4.74 -5.94
H -1.51 3.38 -4.94
H 1.59 -3.61 3.40
H 2.56 -3.86 5.37
H 1.89 -5.34 5.54
H -0.82 6.14 -4.90
H -1.08 6.19 -1.09
*
```

---

12.
Formula: C2H5N3O
Source: the Open Molecules 2025 dataset
Level of theory: ωB97M-V/def2-TZVPD

- SMILES = C=NO/C=N/N
- energy above the lowest of the compared OMol25 structures with the same formula, charge and spin (kcal per mole) = 132.2
- E_LUMO (eV) = 0.929
- energy (eV) = -8667.911
- orbital gap (eV) = 9.786

```
! wB97M-V def2-TZVPD RIJCOSX def2/J DEFGRID3
* xyz 0 1
C -2.29 0.47 -1.34
N -1.08 0.16 -0.90
O -1.04 -0.04 0.41
C 0.28 -0.15 0.77
N 1.40 -0.02 0.07
N 2.45 -0.37 0.88
H -2.18 0.68 -2.49
H -3.20 0.43 -0.60
H 0.34 -0.58 1.75
H 3.16 0.49 1.07
H 2.91 -0.88 0.06
*
```

---

> Which of these has the lowest energy?

C36H61F12N3O14S7

---

> Among the records above, which one has the highest energy?

CH9NO2